# 1
Here is C45H50F3N6O5RbS as an isolated structure at a distorted geometry from the Open Molecules 2025 dataset. Energies are from ωB97M-V with the def2-TZVPD basis set.

## Properties
E_tot = -86301.4161 eV
charge = -2
HOMO-LUMO gap = 6.6 eV
HOMO level = -2.705 eV
energy relative to the best compared isomer or geometry (same formula, charge and spin) = 97.34 kJ/mol

Atoms and positions in Å:
1 Rb -0.712 -1.710 -0.072
2 C 3.591 -3.005 0.433
3 C 3.918 -1.528 0.115
4 N 3.401 -0.534 1.046
5 C 3.630 -0.761 2.469
6 C 2.317 -0.614 3.280
7 N 1.207 -1.314 2.692
8 C 1.051 -2.701 3.052
9 C 2.066 -3.604 2.321
10 N 2.246 -3.208 0.933
11 H 4.312 -3.388 1.163
12 H 3.758 -3.575 -0.486
13 H 3.486 -1.289 -0.861
14 H 5.009 -1.427 0.020
15 H 2.402 -0.489 0.902
16 H 4.346 -0.028 2.862
17 H 4.073 -1.748 2.654
18 H 2.066 0.441 3.338
19 H 2.520 -0.962 4.303
20 H 0.329 -0.799 2.687
21 H 0.044 -3.013 2.780
22 H 1.165 -2.864 4.136
23 H 1.730 -4.640 2.404
24 H 3.032 -3.539 2.825
25 H 1.659 -3.730 0.303
26 O -1.509 -0.216 1.802
27 C -2.631 0.501 1.975
28 C -2.337 1.981 2.565
29 C -0.868 2.314 2.623
30 C -0.274 2.536 3.863
31 C 1.063 2.899 3.925
32 C 1.781 2.983 2.752
33 C 1.134 2.713 1.540
34 C 2.020 2.745 0.299
35 C 1.499 2.280 -1.068
36 O 1.287 0.888 -0.983
37 C 0.277 3.073 -1.540
38 C -0.025 4.327 -1.015
39 C -1.033 5.112 -1.567
40 C -1.755 4.651 -2.661
41 C -1.477 3.388 -3.172
42 C -0.479 2.602 -2.612
43 C 2.680 2.508 -2.061
44 C 2.744 3.523 -3.012
45 C 3.858 3.651 -3.842
46 C 4.923 2.768 -3.735
47 C 4.867 1.752 -2.785
48 C 3.759 1.626 -1.961
49 N -0.166 2.426 1.479
50 C -3.613 -0.141 2.995
51 C -4.813 0.463 3.373
52 C -5.670 -0.146 4.281
53 C -5.341 -1.383 4.830
54 C -4.149 -1.995 4.459
55 C -3.293 -1.375 3.548
56 C -3.380 0.664 0.603
57 C -2.969 1.625 -0.323
58 C -3.591 1.736 -1.563
59 C -4.618 0.870 -1.923
60 C -5.003 -0.123 -1.034
61 C -4.387 -0.222 0.211
62 H -2.733 2.040 3.575
63 H -2.865 2.721 1.959
64 H -0.869 2.436 4.762
65 H 1.543 3.088 4.880
66 H 2.842 3.212 2.755
67 H 2.857 2.077 0.513
68 H 2.444 3.746 0.199
69 H 0.520 4.700 -0.155
70 H -1.256 6.082 -1.134
71 H -2.539 5.261 -3.096
72 H -2.052 3.000 -4.006
73 H -0.280 1.610 -3.010
74 H 1.916 4.212 -3.136
75 H 3.878 4.439 -4.589
76 H 5.786 2.866 -4.385
77 H 5.687 1.048 -2.692
78 H 3.708 0.831 -1.224
79 H -5.086 1.421 2.940
80 H -6.601 0.339 4.557
81 H -6.014 -1.866 5.530
82 H -3.885 -2.966 4.868
83 H -2.365 -1.837 3.224
84 H -2.122 2.264 -0.085
85 H -3.248 2.489 -2.261
86 H -5.091 0.953 -2.896
87 H -5.774 -0.835 -1.310
88 H -4.694 -1.015 0.886
89 C 2.630 -0.345 -4.756
90 C 1.314 -0.894 -4.289
91 C 0.532 -1.928 -4.809
92 C -0.555 -2.019 -3.920
93 N -0.429 -1.099 -2.962
94 N 0.724 -0.410 -3.192
95 C -1.711 -2.978 -3.928
96 H 2.800 -0.579 -5.809
97 H 3.467 -0.759 -4.183
98 H 2.665 0.741 -4.633
99 H 0.723 -2.529 -5.687
100 H 1.042 0.496 -1.888
101 H -1.801 -3.470 -4.899
102 H -2.647 -2.455 -3.718
103 H -1.587 -3.754 -3.167
104 F -1.705 -6.604 -1.416
105 C -2.138 -5.889 -0.371
106 F -2.608 -6.740 0.556
107 F -3.147 -5.113 -0.792
108 S -0.785 -4.876 0.319
109 O 0.131 -5.867 0.832
110 O -1.468 -4.074 1.317
111 O -0.307 -4.142 -0.841

# 2
Here is a 8-piece molecular cluster, C45H50N3O2 overall at a distorted geometry from the Open Molecules 2025 dataset. Energies are from ωB97M-V with the def2-TZVPD basis set.

## Properties
E_tot = -56035.2659 eV
charge = +1
HOMO-LUMO gap = 7.1 eV
HOMO level = -10.696 eV

Atoms and positions in Å:
1 N -2.359 -0.600 0.674
2 C -2.477 0.144 -0.440
3 N -1.892 1.314 -0.544
4 N -3.166 -0.308 -1.565
5 C -4.648 -0.135 -1.516
6 C -5.037 1.111 -0.739
7 O -4.747 2.217 -1.095
8 O -5.684 0.821 0.400
9 H -2.299 -0.049 1.532
10 H -3.085 -1.306 0.727
11 H -1.656 1.670 -1.461
12 H -1.683 1.868 0.275
13 H -2.929 -1.274 -1.772
14 H -5.149 -1.020 -1.127
15 H -4.980 0.029 -2.541
16 H -6.101 1.633 0.732
17 C 2.064 3.540 -3.725
18 C 3.317 2.951 -3.801
19 C 3.648 1.901 -2.955
20 C 2.722 1.435 -2.033
21 C 1.469 2.026 -1.958
22 C 1.136 3.078 -2.802
23 H 1.807 4.358 -4.386
24 H 4.038 3.309 -4.524
25 H 4.627 1.445 -3.016
26 H 2.978 0.615 -1.373
27 H 0.754 1.658 -1.230
28 H 0.160 3.547 -2.746
29 C -0.350 1.838 3.186
30 C -1.597 1.419 3.636
31 C -1.707 0.663 4.796
32 C -0.565 0.338 5.513
33 C 0.681 0.762 5.068
34 C 0.792 1.506 3.902
35 H -0.260 2.436 2.285
36 H -2.494 1.699 3.089
37 H -2.678 0.335 5.144
38 H -0.644 -0.245 6.422
39 H 1.569 0.509 5.633
40 H 1.763 1.834 3.557
41 C 5.840 4.096 -6.755
42 C 4.657 4.785 -6.987
43 C 4.256 5.060 -8.287
44 C 5.037 4.641 -9.356
45 C 6.218 3.950 -9.124
46 C 6.621 3.679 -7.824
47 H 6.159 3.887 -5.741
48 H 4.048 5.114 -6.155
49 H 3.337 5.603 -8.468
50 H 4.725 4.855 -10.370
51 H 6.826 3.625 -9.958
52 H 7.546 3.146 -7.644
53 C 0.584 -2.347 2.851
54 C 0.281 -2.693 1.540
55 C 0.730 -3.895 1.011
56 C 1.484 -4.756 1.796
57 C 1.788 -4.412 3.107
58 C 1.339 -3.209 3.634
59 H 0.234 -1.409 3.267
60 H -0.305 -2.018 0.930
61 H 0.499 -4.162 -0.013
62 H 1.835 -5.693 1.385
63 H 2.375 -5.084 3.719
64 H 1.578 -2.942 4.656
65 C -1.973 -2.050 9.950
66 C -1.438 -0.975 9.253
67 C -0.135 -0.564 9.500
68 C 0.636 -1.231 10.441
69 C 0.102 -2.307 11.137
70 C -1.202 -2.715 10.894
71 H -2.990 -2.368 9.761
72 H -2.042 -0.455 8.519
73 H 0.280 0.280 8.962
74 H 1.652 -0.912 10.635
75 H 0.702 -2.827 11.873
76 H -1.619 -3.550 11.441
77 C -3.292 4.268 -3.248
78 C -2.420 3.711 -4.175
79 C -1.876 4.494 -5.184
80 C -2.202 5.840 -5.263
81 C -3.073 6.400 -4.338
82 C -3.619 5.615 -3.333
83 H -3.710 3.650 -2.467
84 H -2.167 2.657 -4.118
85 H -1.202 4.055 -5.909
86 H -1.780 6.453 -6.049
87 H -3.327 7.450 -4.403
88 H -4.301 6.053 -2.615
89 C -0.620 -7.119 -0.450
90 C -0.927 -7.464 -1.760
91 C -0.473 -8.665 -2.286
92 C 0.282 -9.524 -1.500
93 C 0.587 -9.181 -0.190
94 C 0.137 -7.977 0.334
95 H -0.974 -6.181 -0.038
96 H -1.521 -6.797 -2.373
97 H -0.709 -8.933 -3.307
98 H 0.634 -10.463 -1.909
99 H 1.174 -9.853 0.423
100 H 0.376 -7.710 1.356